#i
A cluster of 2 separate species, C4H5N3O4 in total. Source: the OMol25 dataset; level of theory: wB97M-V/def2-TZVPD.

```
16
Properties=species:S:1:pos:R:3
C 0.54 0.63 0.03
C -0.30 1.42 -0.97
C -0.20 -0.17 0.92
C -0.85 -1.55 0.32
H 2.71 0.46 -0.47
H 1.51 -0.31 -1.65
H 0.87 1.39 0.41
H 1.59 1.89 -1.94
H -2.28 -2.26 1.54
N 1.72 -0.03 -0.70
N -0.52 0.01 2.06
N -1.38 -2.01 1.54
O 0.29 1.95 -2.12
O -1.59 1.65 -0.87
O -1.36 -1.00 2.60
O -0.76 -2.07 -0.71
```

Its HOMO-LUMO gap is 9.808 eV. Its LUMO energy is -0.5 eV. The HOMO energy is -10.271 eV.


#ii
An isolated molecule of C4H5N3O4. Source: the OMol25 dataset; level of theory: wB97M-V/def2-TZVPD.

```
16
Properties=species:S:1:pos:R:3
C 2.23 0.32 0.01
C 0.90 -0.28 0.05
N 0.51 -1.55 0.03
C -0.89 -1.76 0.00
O -1.41 -2.84 -0.03
N -1.44 -0.51 0.00
O -2.80 -0.31 0.02
C -0.53 0.51 0.03
N -0.75 1.85 0.00
O -1.94 2.20 -0.08
O 0.20 2.61 0.05
H 2.97 -0.37 0.42
H 2.22 1.26 0.55
H 2.49 0.56 -1.02
H 1.14 -2.35 0.02
H -2.92 0.67 -0.03
```

Its HOMO-LUMO gap is 7.207 eV. Its LUMO energy is -0.9 eV. The HOMO energy is -8.153 eV. The SMILES is Cc1[nH]c(=O)n(O)c1[N+](=O)[O-].


The structure with the greatest stability is #ii.